C4H3NOS2 in the gas phase at a distorted geometry. Source: the Open Molecules 2025 dataset; level of theory: ωB97M-V with the def2-TZVPD basis set.

## Properties
Gap between HOMO and LUMO   9.662 eV
DFT total energy   -29401.670 eV
2S+1   1
SMILES   N#C[C@]1(S)CSC1=O
E_LUMO   -0.5 eV
HOMO   -10.16 eV
ΔE to the lowest compared entry with this formula, charge and spin   256.7 kJ/mol

Last column: natural (NBO) charge in e.
Geometry (Å):
N -0.0144 2.8569 -0.3818  -0.223
C -0.1627 1.6199 -0.0743  0.255
C 0.0169 0.2461 -0.0610  -0.410
S 1.3320 -0.3993 -1.2108  0.047
C -1.1907 -0.8602 -0.3081  -0.428
S -0.8953 -1.6558 1.3569  0.217
C 0.3470 -0.3434 1.1944  0.438
O 1.3475 -0.0749 1.8405  -0.508
H 2.3717 0.4782 -0.9027  0.165
H -2.0354 -0.3230 -0.3211  0.211
H -1.1165 -1.5446 -1.1321  0.236

Force components x, y, z for each atom (eV/Å):
N -1.62 -10.44 2.99
C 1.24 12.76 -3.74
C -0.89 -4.08 -2.92
S 0.64 1.17 -0.11
C 2.92 0.12 1.23
S 0.65 1.30 -0.98
C 3.47 -1.01 4.61
O -2.32 -0.61 -0.54
H -1.03 -0.71 -0.03
H -3.45 1.55 -0.12
H 0.40 -0.04 -0.39

***

2 unconnected molecules or ions with the total composition C5H10FN2 at a distorted geometry. Source: the Open Molecules 2025 dataset; level of theory: ωB97M-V with the def2-TZVPD basis set.

## Properties
Gap between HOMO and LUMO (spin up / spin down)   7.386 / 6.514 eV
DFT total energy   -11030.572 eV
Net charge   +1
2S+1   3
⟨S²⟩   2.013
E_LUMO (spin up / spin down)   -4.0 / -8.3 eV
HOMO (spin up / spin down)   -11.40 / -14.80 eV
ΔE to the lowest compared entry with this formula, charge and spin   168.3 kJ/mol

Last column: natural (NBO) charge in e.
Geometry (Å):
C 1.8352 -1.0037 -1.3442  0.555
C -2.0143 0.2722 0.9699  -0.634
C -0.7246 -0.7761 -1.0345  -0.659
C 0.7031 1.3582 1.5783  -0.510
C -0.6894 -0.0106 0.2465  0.395
N 0.4298 0.5062 0.5114  -0.029
N 2.4262 -0.8926 -2.4190  -0.656
F 1.9838 -1.7318 -0.3447  -0.274
H -1.9110 0.9282 1.8689  0.242
H -2.6890 0.8396 0.4557  0.269
H -2.3627 -0.6536 1.2281  0.260
H -0.9670 -1.7481 -0.8275  0.251
H 0.2866 -0.8310 -1.4939  0.220
H -1.6023 -0.3882 -1.7772  0.275
H 0.7462 2.3750 1.3198  0.256
H 0.2399 1.2184 2.6345  0.292
H 1.9131 1.2293 1.8108  0.301
H 2.3963 -0.6915 -3.3831  0.445

Force components x, y, z for each atom (eV/Å):
C 0.77 3.29 -5.62
C 3.55 1.85 2.12
C -2.60 1.93 -1.94
C 4.98 -0.61 2.93
C 0.01 0.46 -2.55
N -3.18 0.86 2.48
N 0.50 -1.92 2.92
F 1.42 -2.53 2.92
H 0.46 -0.92 -0.37
H -1.68 0.96 -2.37
H -1.27 -2.37 0.67
H -0.91 -2.74 0.57
H -1.07 0.74 -0.05
H 2.17 -0.62 1.89
H -0.56 1.39 -0.77
H 0.42 -0.51 -2.02
H -2.63 0.02 -0.26
H -0.39 0.71 -0.56

***

What did the first record say?
C4H3NOS2 in the gas phase at a distorted geometry. Source: the Open Molecules 2025 dataset; level of theory: ωB97M-V with the def2-TZVPD basis set.

## Properties
Gap between HOMO and LUMO   9.662 eV
DFT total energy   -29401.670 eV
2S+1   1
SMILES   N#C[C@]1(S)CSC1=O
E_LUMO   -0.5 eV
HOMO   -10.16 eV
ΔE to the lowest compared entry with this formula, charge and spin   256.7 kJ/mol

Last column: natural (NBO) charge in e.
Geometry (Å):
N -0.0144 2.8569 -0.3818  -0.223
C -0.1627 1.6199 -0.0743  0.255
C 0.0169 0.2461 -0.0610  -0.410
S 1.3320 -0.3993 -1.2108  0.047
C -1.1907 -0.8602 -0.3081  -0.428
S -0.8953 -1.6558 1.3569  0.217
C 0.3470 -0.3434 1.1944  0.438
O 1.3475 -0.0749 1.8405  -0.508
H 2.3717 0.4782 -0.9027  0.165
H -2.0354 -0.3230 -0.3211  0.211
H -1.1165 -1.5446 -1.1321  0.236

Force components x, y, z for each atom (eV/Å):
N -1.62 -10.44 2.99
C 1.24 12.76 -3.74
C -0.89 -4.08 -2.92
S 0.64 1.17 -0.11
C 2.92 0.12 1.23
S 0.65 1.30 -0.98
C 3.47 -1.01 4.61
O -2.32 -0.61 -0.54
H -1.03 -0.71 -0.03
H -3.45 1.55 -0.12
H 0.40 -0.04 -0.39